Record 1
15
Properties=species:S:1:pos:R:3 method="wB97M-V/def2-TZVPD" homo_lumo_gap_ha=0.3240 e_lumo_ha=-0.00540 e_above_lowest_kj_mol=429.59
C -1.71534 0.80325 0.83706
C 1.38594 1.14082 0.86475
C -0.60339 0.14361 0.67842
C 0.18337 -1.16184 -1.23176
C -0.36201 -1.25161 0.24702
P 1.20759 2.52450 -0.04604
H -2.73915 0.18355 0.72652
H -1.63222 1.86294 1.04634
H 2.15335 0.36928 0.85107
H 0.29667 -2.20005 -1.52146
H -0.56463 -0.80848 -1.83716
H 1.01230 -0.59145 -1.19321
H 0.30080 -1.93175 0.69594
H -1.39788 -1.79752 0.36552
H 2.47460 2.71475 -0.48300

---

Record 2
15
Properties=species:S:1:pos:R:3 method="wB97M-V/def2-TZVPD" homo_lumo_gap_ha=0.3840 e_lumo_ha=0.03701 smiles=COC[C@H]1CN1 e_above_lowest_kj_mol=415.06
C -1.41383 -1.73689 0.45459
O -0.41817 -0.73821 0.45801
C -0.57799 0.19019 -0.60386
C 0.47146 1.24856 -0.56872
C 1.29356 1.48861 0.61318
N 2.02655 0.66526 -0.34808
H -1.36860 -2.35504 -0.45620
H -2.42319 -1.30203 0.52369
H -1.24563 -2.37576 1.32623
H -1.55748 0.69046 -0.53510
H -0.55354 -0.33316 -1.57482
H 1.17304 1.44184 -1.44654
H 0.98982 0.96521 1.51393
H 1.72854 2.46986 0.78194
H 1.87545 -0.31890 -0.13823

---

Record 3
16
Properties=species:S:1:pos:R:3 method="wB97M-V/def2-TZVPD" homo_lumo_gap_ha=0.4054 e_lumo_ha=0.03830 smiles=CCOCCO e_above_lowest_kj_mol=122.19
C 0.39506 -1.46477 -1.91397
C -0.54485 -0.91941 -0.82474
O 0.15900 -0.31146 0.26048
C -0.58131 0.42763 1.21226
C 0.38797 1.53784 1.69812
O 0.98619 2.04972 0.52535
H 1.00581 -0.67995 -2.37455
H -0.20730 -1.91003 -2.72188
H 1.06402 -2.25274 -1.55051
H -1.15802 -1.75340 -0.45323
H -1.21436 -0.17849 -1.28455
H -0.94954 -0.21865 2.02289
H -1.42966 0.95365 0.74639
H 1.14583 1.13356 2.39095
H -0.12010 2.35308 2.24401
H 1.06128 1.23340 0.02298

---

Record 4
113
Properties=species:S:1:pos:R:3 method="wB97M-V/def2-TZVPD" homo_lumo_gap_ha=0.3383 e_lumo_ha=-0.00766
N -2.01676 4.32432 -4.00783
C -3.20477 3.61570 -3.38436
O -3.57289 2.41404 -3.90054
C -4.12702 4.23519 -2.14159
C -3.23854 5.18717 -1.10676
O -1.91849 4.62950 -0.77483
S -0.67817 5.79607 -0.85767
O 0.42394 5.39186 0.19501
O -1.18772 7.34548 -0.35824
S -1.17301 8.27862 -1.82559
H -1.73331 5.17933 -3.47606
H -1.21624 3.68237 -4.19711
H -4.55963 3.30345 -1.54498
H -5.03464 4.84803 -2.57771
H -3.85543 5.22056 -0.08977
H -3.22264 6.25678 -1.58064
H -1.61420 7.33101 -2.80067
Cl -4.82185 3.20960 1.88534
C -4.79653 4.51048 3.10287
C -6.02756 5.39860 3.01913
Cl -6.04888 6.38162 1.53372
H -3.87474 5.08465 2.96654
H -4.75333 4.02560 4.08234
H -6.03858 6.09811 3.86066
H -6.95077 4.81219 3.05225
Cl 0.71824 0.54492 -4.52820
C 1.46441 1.09414 -3.00605
C 0.66650 2.20638 -2.34466
Cl 0.73148 3.72536 -3.27295
H 2.48970 1.40839 -3.22506
H 1.50940 0.22429 -2.34447
H 1.08130 2.42311 -1.35543
H -0.38452 1.92898 -2.21937
Cl 2.90145 5.79667 -2.29171
C 3.79514 5.53220 -0.77292
C 4.84154 4.43745 -0.90623
Cl 4.10865 2.82602 -1.10472
H 3.06841 5.30224 0.01253
H 4.27863 6.48059 -0.52168
H 5.45337 4.39638 0.00018
H 5.50586 4.61617 -1.75713
Cl 4.69271 -0.05667 -3.02076
C 5.58640 -0.32113 -1.50198
C 6.63280 -1.41588 -1.63529
Cl 5.89991 -3.02731 -1.83378
H 4.85967 -0.55109 -0.71653
H 6.06989 0.62726 -1.25073
H 7.24464 -1.45695 -0.72888
H 7.29713 -1.23716 -2.48618
Cl -2.08364 1.17498 0.48047
C -1.72202 -0.26601 1.46440
C -2.88472 -0.65272 2.36427
Cl -3.15426 0.53516 3.66409
H -0.81478 -0.06321 2.04210
H -1.50554 -1.07930 0.76581
H -2.67522 -1.61048 2.85052
H -3.81571 -0.75505 1.79853
Cl 2.01580 -3.20003 -1.84524
C 2.70227 -4.50627 -2.84416
C 1.83431 -5.75434 -2.83189
Cl 1.83755 -6.56119 -1.24374
H 3.71373 -4.71462 -2.48154
H 2.77995 -4.11695 -3.86334
H 2.21778 -6.48031 -3.55545
H 0.79707 -5.52670 -3.09568
Cl 3.26581 -11.19117 3.14869
C 2.63806 -9.69013 2.42197
C 3.49828 -9.20994 1.26412
Cl 5.09470 -8.63368 1.80505
H 2.56622 -8.93541 3.21139
H 1.62657 -9.90944 2.06822
H 3.01118 -8.36695 0.76442
H 3.65486 -9.99997 0.52343
Cl -1.47501 -5.96799 -2.85610
C -1.93627 -7.56036 -3.50952
C -1.98032 -8.63175 -2.43186
Cl -0.35932 -9.02490 -1.80655
H -1.23057 -7.81759 -4.30562
H -2.92684 -7.44279 -3.95818
H -2.39211 -9.55752 -2.84539
H -2.60642 -8.32856 -1.58726
Cl -6.94223 -2.41963 7.52516
C -5.73259 -1.20205 7.04597
C -4.60371 -1.80652 6.22657
Cl -3.57099 -2.88627 7.19656
H -5.35836 -0.71998 7.95455
H -6.26012 -0.44867 6.45397
H -3.95666 -1.01168 5.84293
H -4.98487 -2.37612 5.37360
Cl 1.70917 0.37287 3.10017
C 1.73449 1.67376 4.31770
C 0.50346 2.56187 4.23395
Cl 0.48214 3.54490 2.74855
H 2.65628 2.24792 4.18137
H 1.77769 1.18887 5.29717
H 0.49243 3.26138 5.07548
H -0.41975 1.97547 4.26708
Cl 2.75455 3.44188 -6.20190
C 1.39834 3.49011 -7.35676
C 1.06418 4.90842 -7.79025
Cl 0.36116 5.86949 -6.46536
H 0.53894 2.99739 -6.89134
H 1.70123 2.89727 -8.22459
H 0.32050 4.88583 -8.59277
H 1.94848 5.43565 -8.16084
Cl -0.41469 -2.38951 3.75170
C 0.47900 -2.65398 5.27048
C 1.52539 -3.74872 5.13717
Cl 0.79251 -5.36016 4.93868
H -0.24773 -2.88393 6.05594
H 0.96249 -1.70558 5.52173
H 2.13723 -3.78979 6.04358
H 2.18972 -3.57001 4.28628

---

Record 5
60
Properties=species:S:1:pos:R:3 method="wB97M-V/def2-TZVPD" s_squared=6.02 spin_multiplicity=5 charge=+2 homo_lumo_gap_ha="0.1934 / 0.1732" e_lumo_ha="-0.25543 / -0.33250" e_above_lowest_kj_mol=0.00
C -3.55985 -2.13052 -0.58937
C -2.18219 -2.08941 -1.07174
C -1.32532 -2.52565 0.07658
H -1.87122 -2.16240 -2.11227
C -2.19987 -2.70328 1.19412
C -3.54452 -2.48321 0.77547
H -4.41275 -2.70908 1.39095
H -4.43643 -2.12658 -1.23937
H -0.26971 -2.78638 -0.05494
H -1.89681 -3.06558 2.16401
Pt -1.29200 -0.37691 -0.16762
C 2.48977 2.91701 1.33820
H 3.17789 2.28141 1.94397
H 1.66639 3.28102 1.91802
H 2.01073 2.21952 0.60347
Si 1.75883 -0.13019 -0.32601
C 2.75163 0.53642 -1.80690
C 3.00299 -0.43469 -2.79203
H 2.51697 -1.43684 -2.72656
C 3.95289 -0.21854 -3.80379
H 4.13591 -0.98656 -4.55105
C 4.62220 1.01365 -3.88945
H 5.32978 1.16892 -4.69978
C 4.38114 1.98048 -2.91207
H 4.91631 2.91926 -2.99050
C 3.43293 1.78249 -1.90107
H 3.27082 2.53808 -1.14294
C 3.11521 -0.89839 0.74842
C 4.49143 -0.99908 0.33823
H 4.85833 -0.49859 -0.56484
C 5.39725 -1.77799 1.05900
H 6.40666 -1.95602 0.67657
C 5.01294 -2.38000 2.26382
H 5.67827 -3.03872 2.81548
C 3.73063 -2.15276 2.75896
H 3.39108 -2.60165 3.70126
C 2.80795 -1.37525 2.04770
H 1.81452 -1.17787 2.49385
H 0.24903 -0.50043 -1.01314
H 3.01862 3.79291 0.94275
C -3.02224 0.44864 3.77389
C -4.19288 1.15190 3.50037
C -4.49425 1.43524 2.18990
C -3.61354 1.05254 1.16553
N -2.47432 0.34543 1.45423
C -2.18526 0.04724 2.73073
C -3.81938 1.24193 -0.26133
C -4.95309 1.86385 -0.80975
C -5.09929 1.93312 -2.18803
C -4.13083 1.32302 -3.00513
C -3.03343 0.67586 -2.40808
N -2.86024 0.65548 -1.05701
H -2.77911 0.17081 4.78348
H -4.87083 1.45612 4.29163
H -5.41583 1.94787 1.88453
H -1.30705 -0.56552 2.90425
H -5.70186 2.25958 -0.12274
H -5.95424 2.42395 -2.63563
H -4.21991 1.29879 -4.10102
H -2.27088 0.12557 -2.98520

---

Record 6
91
Properties=species:S:1:pos:R:3 method="wB97M-V/def2-TZVPD" s_squared=6.09 spin_multiplicity=5 homo_lumo_gap_ha="0.1566 / 0.1656" e_lumo_ha="-0.04571 / -0.11262"
Ir 14.86418 12.48908 12.57798
C 11.52134 17.91076 17.20405
C 12.20263 16.83763 17.70806
C 12.98174 16.01458 16.96560
C 12.87167 16.12287 15.52948
C 12.22962 17.31542 14.97594
C 11.51462 18.15048 15.76723
C 13.44349 15.03686 14.66127
C 14.75779 14.48303 14.95767
C 15.65013 15.03736 15.89124
C 16.75929 14.21110 15.92458
C 16.66758 13.22105 14.87271
C 17.51950 12.20096 14.70460
C 18.68430 12.13068 15.66641
C 18.47512 11.74777 16.97278
C 19.56795 11.61876 17.84786
C 20.87299 11.74022 17.36221
C 21.11715 12.24185 16.06297
C 19.96713 12.51032 15.27590
C 17.50084 11.42793 13.53680
N 16.60299 11.52061 12.51224
C 16.91877 10.55451 11.59983
C 16.29334 10.18653 10.44443
C 16.97400 9.27465 9.47252
C 17.70575 9.68353 8.31894
C 18.22679 8.80466 7.45557
C 18.40298 7.41302 7.82902
C 17.74092 6.98475 8.95509
C 16.93546 7.88360 9.67853
C 15.16081 10.87230 10.00979
C 14.54763 10.70168 8.69027
C 13.39903 11.42792 8.63997
C 13.21560 12.09602 9.92106
N 14.36061 11.75920 10.73646
C 12.18300 12.96191 10.26086
C 12.15787 13.59197 11.51925
C 11.04640 14.40506 11.97832
C 11.37525 14.86064 13.20841
C 12.75988 14.55293 13.52528
N 13.21542 13.68590 12.47863
C 11.06643 13.17149 9.32255
C 11.33245 13.42357 7.95382
C 10.25798 13.45508 7.03667
C 8.93660 13.19413 7.44179
C 8.68390 12.83298 8.81486
C 9.72558 12.84482 9.71041
C 18.01549 9.76836 12.09946
C 18.50186 10.33475 13.26389
N 15.41583 13.46354 14.20684
H 10.77895 18.37899 17.81331
H 12.36266 16.73783 18.79622
H 13.73081 15.29640 17.42783
H 12.23654 17.38476 13.86967
H 11.04899 19.02497 15.29889
H 15.33624 15.76339 16.64675
H 17.58626 14.12499 16.58303
H 17.50289 11.56264 17.33446
H 19.46533 11.34544 18.89713
H 21.64999 11.36603 18.00163
H 22.09887 12.42074 15.72014
H 20.00928 13.05257 14.31914
H 17.78790 10.76716 8.18453
H 18.56471 9.20197 6.50542
H 19.09873 6.80194 7.20285
H 17.65028 5.97070 9.20065
H 16.34486 7.45366 10.49021
H 14.91972 9.95865 7.97032
H 12.73942 11.50084 7.80681
H 10.11481 14.61892 11.52107
H 10.76522 15.48883 13.74933
H 12.34546 13.45672 7.74946
H 10.32424 13.74178 5.99040
H 8.00737 13.33275 6.79397
H 7.69222 12.40910 9.17414
H 9.53482 12.47856 10.71797
H 18.50311 8.99873 11.53121
H 19.47627 10.17955 13.78690
C 12.71404 7.72306 14.37539
C 12.87445 9.25272 14.53665
C 11.43029 9.78771 14.59344
O 13.64728 9.57283 15.71262
C 13.55417 9.91200 13.30741
O 13.99029 9.19472 12.39908
O 13.44962 11.20695 13.36445
H 12.26892 7.45765 13.41415
H 12.21461 7.20926 15.14930
H 13.72808 7.31740 14.32683
H 10.79286 9.27548 15.29075
H 10.91012 9.75493 13.64917
H 11.58326 10.81618 14.87753
H 13.83989 10.52480 15.65068

---

Record 7
37
Properties=species:S:1:pos:R:3 method="wB97M-V/def2-TZVPD" homo_lumo_gap_ha=0.2947 e_lumo_ha=0.01431
Au -1.05710 0.31421 -0.73731
C -2.05005 1.53372 3.63871
C -0.53258 1.90861 3.32270
Sb 0.06629 0.64889 1.64176
C -0.23320 -1.18272 2.78993
C -0.19170 -2.29629 1.82916
C 2.18075 0.64298 1.72565
C 2.57376 0.91000 3.17456
H -2.52664 2.39193 4.19051
H -2.12982 0.62251 4.24683
H -2.65446 1.40902 2.69943
H 0.13302 1.87245 4.20500
H -0.46071 2.86324 2.85195
H -1.16592 -1.06990 3.35415
H 0.52740 -1.21293 3.59568
H -1.00657 -2.25673 1.10759
H -0.40627 -3.31045 2.34017
H 0.73015 -2.40782 1.28284
H 2.37811 1.44766 0.97621
H 2.56083 -0.28981 1.31341
H 2.05586 1.80555 3.60923
H 3.67299 1.10087 3.38398
H 2.24674 0.07549 3.72440
Cl -2.98517 0.46841 -4.82534
C -1.31261 0.06711 -4.65193
C -0.53274 0.40612 -5.77134
C 0.77736 0.10861 -5.75036
C 1.39131 -0.53524 -4.67359
C 0.60287 -0.85506 -3.56258
C -0.80381 -0.54469 -3.53159
C -1.57018 -0.84872 -2.28024
H -0.99342 0.75174 -6.65825
H 1.33067 0.40158 -6.63886
H 2.47140 -0.86958 -4.73560
H 0.91690 -1.31155 -2.67598
H -1.35518 -1.88855 -2.05425
H -2.64826 -0.87067 -2.45661

---

Record 8
11
Properties=species:S:1:pos:R:3 method="wB97M-V/def2-TZVPD" charge=+1 homo_lumo_gap_ha=0.3017 e_lumo_ha=-0.19477 smiles="C=[N+]1C=C(I)C1" e_above_lowest_kj_mol=0.00
C -1.82629 0.38387 -0.00386
N -0.56836 0.11736 0.01234
C 0.51099 0.97762 -0.06066
C 1.49191 0.03482 -0.11062
I 3.50329 -0.10964 0.01565
C 0.42291 -1.11580 0.05317
H -2.62179 -0.34284 -0.19114
H -2.14678 1.36467 0.15044
H 0.44343 2.12282 0.00242
H 0.30031 -1.74162 -0.80575
H 0.49037 -1.69126 0.93800

---

Record 9
21
Properties=species:S:1:pos:R:3 method="wB97M-V/def2-TZVPD" homo_lumo_gap_ha=0.3171 e_lumo_ha=0.03913 e_above_lowest_kj_mol=157.92
H 2.26168 0.74566 0.91918
N 1.80628 -0.16654 0.91527
C 1.46463 -0.54590 -0.26984
C 1.77525 0.17799 -1.54056
H 1.07104 -1.55488 -0.36154
H 1.90468 1.24804 -1.35810
H 0.97421 0.04185 -2.26394
H 2.69550 -0.21383 -1.97968
C -1.73590 -1.55617 -0.17441
C -1.28353 -0.13331 -0.31746
C -0.95168 0.67890 0.72733
N -0.57115 0.24722 1.97208
N -0.55365 2.00068 0.47470
H -2.79348 -1.62463 0.10571
H -1.61245 -2.09424 -1.11567
H -1.17010 -2.08738 0.59209
H -1.51856 0.34054 -1.26333
H -0.77447 -0.73654 2.11178
H 0.62247 0.22760 1.87677
H -0.63167 2.59012 1.29140
H -0.97907 2.41482 -0.34178

---

Record 10
19
Properties=species:S:1:pos:R:3 method="wB97M-V/def2-TZVPD" homo_lumo_gap_ha=0.3836 e_lumo_ha=0.03587 smiles=CC[C@H]1C[C@]1(C)O e_above_lowest_kj_mol=107.05
C 2.38970 0.08339 0.77457
C 1.25572 -0.54103 -0.04260
C 0.24994 0.48093 -0.55616
C -0.78579 0.15141 -1.61434
C -1.21489 0.39404 -0.20869
C -1.76333 -0.76045 0.59589
O -1.90620 1.59625 0.00494
H 2.92448 -0.68476 1.34403
H 2.00230 0.81689 1.49009
H 3.11822 0.58984 0.13325
H 0.73508 -1.25925 0.59704
H 1.67968 -1.12096 -0.87152
H 0.61940 1.50430 -0.62369
H -0.83939 -0.86924 -1.98967
H -1.01809 0.91956 -2.34623
H -2.82229 -0.88879 0.36042
H -1.66545 -0.58207 1.67609
H -1.25079 -1.69858 0.36564
H -1.70829 1.86853 0.91096

---

Please write out number 2 again, unchanged.
15
Properties=species:S:1:pos:R:3 method="wB97M-V/def2-TZVPD" homo_lumo_gap_ha=0.3840 e_lumo_ha=0.03701 smiles=COC[C@H]1CN1 e_above_lowest_kj_mol=415.06
C -1.41383 -1.73689 0.45459
O -0.41817 -0.73821 0.45801
C -0.57799 0.19019 -0.60386
C 0.47146 1.24856 -0.56872
C 1.29356 1.48861 0.61318
N 2.02655 0.66526 -0.34808
H -1.36860 -2.35504 -0.45620
H -2.42319 -1.30203 0.52369
H -1.24563 -2.37576 1.32623
H -1.55748 0.69046 -0.53510
H -0.55354 -0.33316 -1.57482
H 1.17304 1.44184 -1.44654
H 0.98982 0.96521 1.51393
H 1.72854 2.46986 0.78194
H 1.87545 -0.31890 -0.13823